(1)
{"formula": "C18H11Br4CeF6NO8S2", "method": "wB97M-V/def2-TZVPD", "species": ["Ce", "Br", "C", "C", "Br", "C", "Br", "C", "O", "C", "O", "C", "Br", "F", "C", "F", "F", "S", "O", "O", "N", "S", "O", "O", "C", "F", "F", "F", "C", "C", "C", "C", "C", "C", "C", "C", "C", "C", "O", "O", "H", "H", "H", "H", "H", "H", "H", "H", "H", "H", "H"], "xyz": [[1.33082, -0.01000, -0.33502], [5.49262, 4.25710, -4.14269], [4.48012, 3.34701, -2.84723], [4.84974, 2.06454, -2.44904], [6.27937, 1.13308, -3.24719], [4.15110, 1.46409, -1.40521], [4.15469, -0.44249, -1.13539], [3.14431, 2.11989, -0.70787], [2.55321, 1.55309, 0.36701], [2.59032, 3.27981, -1.31624], [1.10566, 1.27672, -1.99622], [3.30347, 3.91605, -2.32896], [2.57410, 5.49795, -3.03100], [-3.02832, -0.93603, -3.16766], [-2.66093, -0.92298, -1.90755], [-2.50614, -2.15818, -1.45882], [-3.54382, -0.28351, -1.16541], [-1.03856, -0.08633, -1.76356], [-0.80745, -0.00049, -0.26622], [-0.04965, -1.02785, -2.28769], [-1.26334, 1.26975, -2.42027], [0.02558, 2.35768, -2.06841], [-0.02318, 3.26938, -3.15530], [1.32836, 3.55360, -1.03180], [-0.86455, 2.89574, -0.40402], [-2.09446, 2.42988, -0.33304], [-0.17611, 2.37064, 0.63562], [-0.90749, 4.19513, -0.33384], [-4.34205, -1.97664, 2.66139], [-2.85907, -2.05086, 2.42256], [-2.28902, -3.14701, 1.78467], [-0.95084, -3.17576, 1.43652], [-0.41541, -4.38347, 0.70579], [-0.13728, -2.07884, 1.78055], [-0.67540, -0.98969, 2.50978], [0.12088, 0.20296, 2.99604], [-2.03109, -1.00131, 2.80054], [1.17749, -1.89012, 1.13147], [2.03926, -1.10803, 1.61400], [1.32041, -2.23598, -0.10310], [-4.82085, -2.94406, 2.51369], [-4.79290, -1.26871, 1.96164], [-4.56399, -1.62683, 3.66957], [-2.91457, -3.99473, 1.52272], [-1.15453, -5.18302, 0.71447], [0.50032, -4.75519, 1.16804], [-0.17909, -4.14185, -0.33032], [0.77077, 0.65322, 2.24774], [0.80685, -0.09947, 3.78728], [-0.55078, 0.96982, 3.37561], [-2.45855, -0.15772, 3.33236]], "e_tot_ev": -367786.322, "mol_weight_da": 1007.1, "e_homo_ev": [-8.27, -8.27], "e_above_lowest_kcal_mol": 109.3, "e_lumo_ev": [-2.3, -2.3], "gap_ev": [6.01, 6.01]}


(2)
{"formula": "C19H32N2O4", "method": "wB97M-V/def2-TZVPD", "species": ["C", "C", "O", "C", "C", "C", "C", "O", "N", "C", "C", "C", "C", "N", "C", "C", "C", "C", "O", "C", "C", "C", "O", "C", "C", "H", "H", "H", "H", "H", "H", "H", "H", "H", "H", "H", "H", "H", "H", "H", "H", "H", "H", "H", "H", "H", "H", "H", "H", "H", "H", "H", "H", "H", "H", "H", "H"], "xyz": [[-2.16023, -4.49357, -1.10357], [-2.53521, -3.08690, -0.65804], [-1.32638, -2.39176, -0.39284], [-1.27155, -1.02981, -0.42592], [0.00906, -0.52112, -0.62950], [0.23644, 0.84417, -0.64898], [1.58103, 1.48020, -0.80377], [1.71268, 2.69334, -0.85828], [2.62040, 0.62546, -0.90106], [3.99111, 1.06362, -0.82948], [4.65122, 0.63693, 0.49029], [6.06723, 1.20199, 0.56888], [4.70100, -0.89247, 0.61890], [3.38791, -1.52966, 0.62001], [3.47802, -2.94071, 0.29807], [2.67935, -1.33366, 1.87091], [-0.84427, 1.70955, -0.51518], [-2.12986, 1.23047, -0.33144], [-3.24138, 2.02315, -0.25193], [-3.09689, 3.42821, -0.18083], [-2.61956, 3.90552, 1.18728], [-2.35376, -0.15870, -0.23566], [-3.59653, -0.69336, 0.00289], [-4.42400, -0.08083, 0.98168], [-5.30082, -1.16533, 1.59256], [-3.06011, -5.06987, -1.29859], [-1.55970, -4.45246, -2.00844], [-1.58202, -4.98738, -0.32712], [-3.15312, -3.13030, 0.24587], [-3.10145, -2.57463, -1.44152], [0.79377, -1.24753, -0.76121], [2.50475, -0.34888, -0.64283], [3.99274, 2.15305, -0.91818], [4.54852, 0.63817, -1.67181], [4.06407, 1.05456, 1.31318], [6.67626, 0.81708, -0.24643], [6.04517, 2.28625, 0.49848], [6.53959, 0.92819, 1.50958], [5.25582, -1.28414, -0.23848], [5.26524, -1.15782, 1.53025], [4.06828, -3.50801, 1.03300], [3.93658, -3.05983, -0.68295], [2.47316, -3.36041, 0.26456], [3.21576, -1.76912, 2.72742], [2.53729, -0.27047, 2.05099], [1.69720, -1.79877, 1.79933], [-0.63079, 2.76410, -0.57545], [-4.10478, 3.80625, -0.37594], [-2.43275, 3.79024, -0.97369], [-3.30223, 3.55951, 1.96016], [-1.62563, 3.52323, 1.40523], [-2.58930, 4.99134, 1.20356], [-5.04650, 0.68955, 0.51300], [-3.80751, 0.39050, 1.75571], [-5.98880, -0.72250, 2.30738], [-5.86939, -1.66220, 0.81116], [-4.68907, -1.90595, 2.10199]], "e_tot_ev": -31392.057, "mol_weight_da": 352.5, "e_homo_ev": -8.15, "smiles": "CCOc1cc(C(=O)NC[C@H](C)CN(C)C)cc(OCC)c1OCC", "e_above_lowest_kcal_mol": 21.4, "e_lumo_ev": 0.8, "gap_ev": 8.93}


(3)
{"formula": "C19H28F5O3TeZr", "method": "wB97M-V/def2-TZVPD", "species": ["O", "C", "C", "H", "H", "C", "H", "H", "C", "H", "H", "H", "C", "H", "H", "H", "Zr", "C", "C", "C", "H", "C", "C", "H", "H", "H", "H", "C", "C", "C", "H", "C", "C", "H", "H", "H", "H", "O", "C", "C", "H", "H", "C", "H", "H", "C", "H", "H", "H", "H", "F", "Te", "F", "F", "F", "F", "O"], "xyz": [[0.98170, 0.02380, -5.35307], [1.08572, 1.16989, -6.34083], [0.80424, 0.29605, -7.56598], [2.09220, 1.63022, -6.32198], [0.33864, 1.96988, -6.17717], [0.83271, -0.83686, -6.53425], [1.60418, 0.24065, -8.30520], [-0.18778, 0.41866, -8.01389], [2.05306, -1.71910, -6.70001], [2.94627, -1.15314, -6.42716], [2.13888, -2.05823, -7.73611], [1.94878, -2.59504, -6.05438], [-0.46800, -1.60491, -6.46139], [-1.28808, -0.96419, -6.11778], [-0.34594, -2.44367, -5.77339], [-0.73937, -2.01379, -7.44457], [0.30573, -0.40935, -1.47998], [-1.52863, -0.68115, 0.13188], [-1.85687, 0.68283, 0.40077], [-2.52877, 1.22550, -0.70091], [-1.73619, 1.19467, 1.35937], [-2.70628, 0.19867, -1.66204], [-2.04442, -0.99035, -1.18794], [-2.19029, -1.97677, -1.61083], [-1.27402, -1.41392, 0.89616], [-2.93382, 2.23449, -0.76937], [-3.31135, 0.26956, -2.56220], [1.23725, -2.05223, -0.00194], [0.32936, -2.74950, -0.86152], [0.79716, -2.63384, -2.21130], [-0.51651, -3.34598, -0.53127], [2.01608, -1.86350, -2.18779], [2.29345, -1.51972, -0.81653], [3.18338, -1.03522, -0.44657], [1.19217, -2.00262, 1.07979], [0.37037, -3.12259, -3.08424], [2.65983, -1.66334, -3.03430], [0.21101, 1.24845, -3.25350], [-1.01086, 1.13594, -4.01327], [-1.66302, 2.48256, -3.87125], [-1.58468, 0.26363, -3.63854], [-0.78346, 0.98434, -5.05438], [-0.48398, 3.45698, -3.71802], [-2.29288, 2.42389, -2.99520], [-2.29970, 2.65669, -4.72530], [0.66577, 2.63710, -3.19155], [-0.69457, 4.30735, -3.07544], [-0.15897, 3.82737, -4.69832], [0.89717, 2.87186, -2.14815], [1.54366, 2.71813, -3.84321], [1.83105, 2.04556, 3.32757], [1.43527, 1.49556, 1.54501], [2.54982, 2.83709, 0.80600], [-0.03092, 2.69891, 1.48197], [2.85271, 0.22033, 1.54534], [0.31883, 0.12110, 2.27926], [0.99181, 0.93058, -0.22141]], "e_tot_ev": -48454.244, "mol_weight_da": 618.2, "e_homo_ev": [-11.82, -11.82], "total_charge": 1, "e_above_lowest_kcal_mol": 0.0, "e_lumo_ev": [-5.0, -5.0], "gap_ev": [6.77, 6.77]}


(4)
{"formula": "C4H7NS", "method": "wB97M-V/def2-TZVPD", "species": ["C", "C", "C", "C", "N", "S", "H", "H", "H", "H", "H", "H", "H"], "xyz": [[-0.07242, 0.23949, -0.26492], [-1.31716, -0.18321, 1.34342], [-0.69752, -1.08329, 2.20165], [0.51985, 1.37106, -2.24549], [-0.38840, 1.06316, -1.09581], [-2.71568, 0.53754, 1.46790], [0.87925, -0.23393, -0.26831], [-0.86331, -0.90353, 3.21609], [-1.13287, -2.05048, 2.14573], [0.32883, -1.14560, 1.99197], [1.41623, 0.86461, -2.12329], [-0.06822, 0.88903, -2.92799], [0.58437, 2.41202, -2.14226]], "e_tot_ev": -16582.790, "mol_weight_da": 101.2, "e_homo_ev": -7.97, "e_above_lowest_kcal_mol": 95.5, "e_lumo_ev": 0.1, "gap_ev": 8.09}


(5)
{"formula": "C28H23GeN3PdSe", "method": "wB97M-V/def2-TZVPD", "species": ["Pd", "C", "C", "C", "C", "N", "C", "C", "C", "C", "C", "C", "N", "H", "H", "H", "H", "H", "H", "H", "H", "Se", "C", "N", "C", "Ge", "C", "C", "C", "C", "C", "C", "C", "C", "C", "C", "C", "C", "C", "C", "C", "C", "H", "H", "H", "H", "H", "H", "H", "H", "H", "H", "H", "H", "H", "H", "H"], "xyz": [[0.74944, -0.28674, 2.13142], [-1.17780, -3.70915, 0.17272], [-0.39669, -3.88987, -0.95486], [0.71020, -3.08010, -1.15292], [1.01158, -2.10240, -0.21924], [0.22479, -1.91471, 0.85319], [-0.83581, -2.69607, 1.04872], [2.22268, -1.24311, -0.30053], [3.15094, -1.32245, -1.32814], [4.28264, -0.52567, -1.27960], [4.47072, 0.32825, -0.20539], [3.49777, 0.36911, 0.77613], [2.40804, -0.39093, 0.71655], [-2.04110, -4.32703, 0.37212], [-0.63956, -4.65919, -1.67531], [1.33077, -3.22113, -2.02481], [-1.42450, -2.49454, 1.93458], [3.00283, -1.99941, -2.15592], [5.01480, -0.57835, -2.07400], [5.34774, 0.95393, -0.12469], [3.57846, 1.02077, 1.63727], [1.31069, 1.14615, 3.99291], [1.42566, -0.63448, 4.50683], [1.41312, -1.78901, 4.59583], [0.70397, 3.43795, 1.66626], [-0.15870, 1.77860, 1.12617], [-2.02187, 1.69115, 1.65845], [-2.45787, 1.04333, 2.81180], [-3.81065, 1.00466, 3.12295], [-4.73226, 1.61688, 2.28662], [-4.30501, 2.27091, 1.13854], [-2.95541, 2.30385, 0.82124], [0.24563, 1.39019, -0.74225], [1.24320, 2.14483, -1.31186], [1.68763, 1.91489, -2.62997], [1.13119, 0.91085, -3.36551], [0.10152, 0.10116, -2.82562], [-0.47776, -0.94111, -3.59123], [-1.47366, -1.71747, -3.07515], [-1.93376, -1.48609, -1.76189], [-1.38993, -0.49237, -0.99866], [-0.35822, 0.33948, -1.50385], [0.29184, 4.24604, 1.05833], [1.78420, 3.42116, 1.52954], [0.47664, 3.65776, 2.70850], [-1.74201, 0.58670, 3.48731], [-4.14217, 0.50388, 4.02315], [-5.78563, 1.58892, 2.53187], [-5.02295, 2.75311, 0.48837], [-2.63846, 2.80286, -0.08890], [1.71040, 2.94466, -0.74897], [2.46594, 2.53893, -3.04938], [1.46538, 0.71893, -4.37826], [-0.12185, -1.10132, -4.60196], [-1.91988, -2.50198, -3.67210], [-2.73273, -2.09625, -1.35980], [-1.76419, -0.32893, 0.00339]], "e_tot_ev": -159216.576, "spin_multiplicity": 2, "mol_weight_da": 659.5, "e_homo_ev": [-11.23, -11.25], "total_charge": 1, "e_above_lowest_kcal_mol": 0.0, "e_lumo_ev": [-4.1, -4.4], "gap_ev": [7.16, 6.88]}